Entry 1:
This record from the OMol25 dataset describes 2 unconnected molecules or ions with the total composition C19H17NOS2 at a distorted geometry. The level of theory is the ωB97M-V functional and the def2-TZVPD basis.

XYZ file:
```
40
Properties=species:S:1:pos:R:3:forces:R:3:lowdin_charge:R:1
C 0.287574 -4.032653 0.549860 0.052 0.371 0.583 -0.129
C -0.710370 -3.387469 -0.191028 0.720 -0.008 0.124 -0.106
C -0.853455 -2.005744 -0.139531 0.295 0.379 0.331 -0.048
C -0.095842 -1.225508 0.798806 0.468 -1.059 0.222 -0.220
C -0.429581 0.119304 1.156493 -0.638 1.619 -0.235 -0.197
C -1.703286 0.757619 0.695310 0.714 0.280 -0.480 -0.343
O -1.787554 1.888201 0.199496 0.000 -1.032 0.804 0.039
C -2.935193 -0.085795 0.879167 -0.680 -0.130 0.475 -0.169
C -2.998011 -1.076786 1.882190 0.092 0.040 -0.294 -0.032
C -4.123971 -1.882242 2.016974 -0.423 0.197 -0.225 -0.081
C -5.239935 -1.656802 1.195598 0.172 0.340 -0.249 -0.094
C -5.216250 -0.612607 0.255281 0.012 -0.146 0.173 -0.088
C -4.069708 0.169620 0.103088 0.046 -0.361 0.200 -0.031
C 0.310506 0.962513 2.007336 0.720 1.131 0.748 -0.237
N 0.819342 1.749843 2.745050 -0.418 -1.724 -1.618 0.072
C 0.996122 -1.881125 1.444143 -0.420 -0.183 -0.083 -0.061
C 1.139045 -3.267733 1.371937 -0.123 0.283 -0.662 -0.115
H 0.409397 -5.110883 0.502515 -0.079 0.135 0.007 0.083
H -1.351249 -3.994739 -0.825269 0.072 0.241 -0.075 0.096
H -1.547213 -1.515718 -0.831478 0.100 -0.173 0.535 0.116
H -2.138264 -1.239633 2.538150 -0.258 0.098 -0.322 0.124
H -4.151343 -2.683874 2.760993 0.050 0.332 -0.238 0.102
H -6.134317 -2.278758 1.280185 0.305 0.170 0.043 0.096
H -6.093474 -0.395749 -0.366703 0.342 -0.203 0.297 0.099
H -4.032667 0.976309 -0.622823 0.020 -0.102 0.077 0.112
H 1.695946 -1.268559 2.035617 -0.484 -0.427 -0.079 0.094
H 1.936445 -3.746938 1.939740 -0.137 0.037 -0.184 0.089
C 6.113208 4.460348 2.032445 0.167 0.024 0.507 -0.303
C 6.465226 2.981241 2.102454 0.437 0.414 -0.629 -0.426
S 5.194320 1.973776 1.247967 0.275 -1.364 0.680 1.008
C 3.707393 2.463503 1.864839 1.450 1.532 -0.104 -0.691
S 3.388142 4.042987 2.355413 -0.983 -0.640 1.233 1.024
C 4.973534 4.665832 3.028004 0.147 0.556 -0.609 -0.422
H 6.978060 5.067705 2.333236 -0.175 -0.197 -0.027 0.123
H 5.831441 4.769561 1.012668 0.108 -0.102 0.399 0.123
H 7.456506 2.783415 1.644062 -0.824 -0.230 -0.011 0.102
H 6.500441 2.639306 3.143479 0.056 -0.050 -0.341 0.092
H 2.881980 1.751939 1.848138 -0.698 0.253 -0.512 0.005
H 5.146202 4.114340 3.961222 -0.089 0.270 -0.233 0.093
H 4.852593 5.735531 3.279007 -0.392 -0.569 -0.230 0.100
```
Positions in Å, forces in eV/Å.

Properties
Charge: 0
Orbital gap in Ha: 0.0871
HOMO energy in eV: -5.6

Entry 2:
This record from the OMol25 dataset describes a molecular structure, C19H18BF4N10O2ReS at a distorted geometry. The level of theory is the ωB97M-V functional and the def2-TZVPD basis.

XYZ file:
```
56
Properties=species:S:1:pos:R:3:forces:R:3:lowdin_spin:R:1
Re -0.237092 0.145121 0.302451 0.960 0.760 -0.653 2.321
O -0.085529 1.899076 1.250628 0.081 0.124 0.088 0.069
N 1.101658 2.372208 1.568616 -0.533 -0.178 -0.159 -0.009
N 1.997995 1.527463 1.382565 0.730 -0.131 0.085 0.026
O 1.735698 0.315767 0.932586 -0.259 -0.082 0.131 0.104
C 3.396065 1.851627 1.619213 -0.171 -0.038 -0.096 0.000
C 3.731370 2.996188 2.325145 -0.168 0.045 0.088 0.003
C 5.071976 3.297479 2.479096 0.063 0.023 0.015 0.000
C 6.047188 2.469479 1.934144 0.005 0.021 0.016 0.004
C 5.683057 1.325736 1.240869 0.023 -0.030 -0.007 0.000
C 4.343802 1.005539 1.075487 0.003 -0.143 -0.069 0.004
H 2.964155 3.630288 2.747919 0.027 -0.009 -0.039 0.000
H 5.356432 4.185281 3.028552 -0.010 -0.030 -0.022 0.000
H 7.093988 2.719928 2.051892 -0.047 -0.017 0.009 0.000
H 6.440004 0.677811 0.818136 -0.033 0.030 0.016 0.000
H 4.036015 0.123751 0.530594 0.044 0.045 -0.006 0.000
N 0.918225 -1.644979 3.037397 0.106 -0.101 -0.101 0.007
C -0.406125 -1.580363 3.015168 -0.273 0.341 -0.108 0.009
N -1.072745 -2.182614 3.988283 0.049 -0.012 -0.043 0.000
C -2.391659 -2.065914 3.965667 -0.195 -0.010 0.063 0.004
N -3.090976 -2.635320 4.940775 -0.026 -0.019 -0.038 0.007
N -3.110054 -1.399968 3.011652 -0.008 -0.200 0.271 0.009
C -2.385846 -0.841727 2.099888 0.251 0.191 -0.327 0.009
N -1.032738 -0.843999 2.033029 -0.052 -0.287 0.317 0.018
C -3.081605 -0.128978 0.990774 0.412 0.012 -0.141 0.017
C -4.447750 -0.024938 0.940629 -0.241 -0.020 0.049 -0.002
C -5.030511 0.622810 -0.140257 -0.050 0.017 0.003 0.021
C -4.221085 1.150243 -1.130704 -0.119 0.007 -0.025 -0.003
C -2.851600 1.023574 -1.022946 0.120 -0.149 0.247 0.021
N -2.287281 0.387803 0.021727 -0.561 0.105 -0.028 0.003
H 1.315631 -2.300497 3.690097 0.003 0.009 0.042 0.000
H 1.465841 -1.398390 2.228502 0.032 0.032 -0.108 0.001
H -2.615486 -3.179779 5.639686 0.002 0.021 0.000 0.000
H -4.094226 -2.596336 4.920561 -0.017 -0.002 0.009 0.000
H -5.025185 -0.458499 1.744544 -0.023 0.022 -0.047 0.000
H -6.106772 0.714753 -0.205787 0.023 -0.009 0.012 0.001
H -4.635361 1.659349 -1.989948 0.005 -0.008 0.040 0.000
H -2.179561 1.431410 -1.764989 0.037 -0.032 0.042 0.003
C -0.870872 1.011687 -6.486949 -0.001 -0.048 0.110 -0.001
C -0.433383 0.272263 -5.255921 -0.023 0.148 -0.097 -0.001
C -0.244544 -1.105085 -5.249123 -0.019 -0.079 -0.036 0.012
C 0.163437 -1.693215 -4.067440 0.076 -0.007 0.117 -0.001
N 0.382364 -0.981094 -2.958261 0.078 0.219 -0.336 0.012
C 0.164219 0.319124 -3.073769 -0.231 -0.173 0.026 0.025
S 0.430203 1.330518 -1.631091 -0.179 -0.059 0.357 0.199
N -0.242324 0.992932 -4.144242 0.077 -0.162 0.034 0.013
H -0.546692 0.500102 -7.391794 -0.005 0.001 0.019 0.000
H -0.473272 2.023849 -6.472043 0.005 -0.007 -0.003 0.000
H -1.960956 1.080577 -6.512056 0.018 -0.005 0.011 0.000
H -0.414369 -1.694733 -6.140863 0.044 0.026 0.048 0.001
H 0.335238 -2.762016 -3.984885 -0.034 0.078 -0.001 0.000
F 0.398298 -3.477916 -1.569718 0.006 0.050 0.307 0.001
B 0.344942 -2.812796 -0.396515 0.402 -0.237 0.131 0.006
F -0.150918 -3.526160 0.672756 0.158 0.271 -0.255 0.001
F 1.501237 -2.077262 -0.056686 -0.546 -0.360 -0.020 0.027
F -0.692519 -1.651157 -0.583041 -0.017 0.047 0.064 0.064
```
Positions in Å, forces in eV/Å.

Properties
Charge: +1
Orbital gap (spin up / spin down) in Ha: 0.2717 / 0.2598
2S+1: 4
HOMO energy (spin up / spin down) in eV: -11.2 / -11.6